Molecular formula: C18H21BrCl15O4S
Method: DFT, ωB97M-V with the def2-TZVPD basis set

Structure (ORCA input):
```
! RIJCOSX wB97M-V def2-TZVPD def2/J DEFGRID3
* xyz 1 1
C 5.725 -1.783 -0.428
C 5.532 -0.422 -1.054
O 4.097 -0.231 -1.164
C 3.804 0.985 -1.720
O 3.747 1.108 -2.901
C 3.542 2.156 -0.804
C 2.044 2.549 -0.921
C 1.328 2.635 0.428
S 0.393 1.183 0.961
Br 0.945 -0.456 -0.328
O -1.165 1.481 0.697
C -1.570 1.547 -0.679
O -0.929 2.149 -1.463
C -2.830 0.859 -1.005
C -3.017 -0.501 -0.771
C -4.231 -1.057 -1.139
C -5.216 -0.295 -1.739
C -5.013 1.058 -1.990
C -3.812 1.639 -1.602
H 6.765 -2.090 -0.509
H 5.132 -2.483 -1.012
H 5.396 -1.776 0.603
H 5.973 -0.369 -2.047
H 5.946 0.370 -0.425
H 3.824 1.989 0.234
H 4.144 2.972 -1.191
H 1.986 3.539 -1.363
H 1.557 1.895 -1.635
H 0.599 3.443 0.379
H 2.008 2.905 1.233
H -2.242 -1.096 -0.314
H -4.441 -2.108 -1.000
H -6.150 -0.741 -2.062
H -5.747 1.673 -2.487
H -3.635 2.687 -1.797
C -8.495 -1.528 -4.885
Cl -7.607 -3.046 -4.992
Cl -10.108 -1.785 -4.232
Cl -7.601 -0.358 -3.898
H -8.591 -1.119 -5.881
C 6.488 1.546 3.020
Cl 4.927 2.192 2.473
Cl 6.665 -0.125 2.515
Cl 7.814 2.533 2.421
H 6.498 1.582 4.102
C 4.096 -1.995 4.963
Cl 3.049 -0.765 5.672
Cl 3.896 -2.036 3.204
Cl 5.779 -1.712 5.404
H 3.802 -2.959 5.356
C -0.669 -4.089 0.850
Cl -1.641 -2.910 1.739
Cl -1.062 -4.050 -0.869
Cl 1.050 -3.787 1.103
H -0.902 -5.074 1.233
C -6.370 0.924 2.319
Cl -8.081 0.525 2.439
Cl -5.551 0.655 3.862
Cl -5.595 -0.005 1.024
H -6.284 1.974 2.073
*
```

Its LUMO energy is -0.1755 Ha. The value obtained for the HOMO-LUMO gap is 0.2748 hartree. The value obtained for the largest force on an atom is 1.50 eV/Å.

Molecular formula: C18H21BrO4
Method: DFT, ωB97M-V with the def2-TZVPD basis set

Structure (ORCA input):
```
! RIJCOSX wB97M-V def2-TZVPD def2/J DEFGRID3
* xyz 0 1
C 2.670 -1.560 2.433
O 2.615 -0.374 1.680
C 2.202 -0.443 0.373
C 1.719 -1.601 -0.220
C 1.339 -1.637 -1.557
C 1.459 -0.483 -2.313
C 1.912 0.687 -1.731
C 2.273 0.736 -0.393
O 2.758 1.933 0.079
C 2.175 2.454 1.256
H 2.321 1.774 2.101
C 0.682 2.765 1.062
H 0.326 3.383 1.898
H 0.554 3.315 0.126
O -0.117 1.613 0.922
C -0.469 0.981 2.131
H -1.154 1.622 2.707
C -1.157 -0.353 1.826
O -2.483 -0.206 1.384
C -2.763 0.011 0.073
C -1.848 0.113 -0.966
C -2.290 0.301 -2.265
C -3.639 0.393 -2.554
C -4.566 0.302 -1.528
C -4.123 0.112 -0.236
Br -5.365 -0.024 1.193
H -5.624 0.376 -1.725
H -3.976 0.541 -3.568
H -1.559 0.379 -3.055
H -0.790 0.078 -0.769
H -1.239 -0.921 2.758
H -0.558 -0.919 1.104
H 0.419 0.778 2.744
H 2.713 3.385 1.448
H 1.997 1.594 -2.308
H 1.187 -0.492 -3.358
C 0.782 -2.895 -2.151
H 1.018 -2.959 -3.210
H -0.304 -2.904 -2.048
H 1.176 -3.775 -1.648
H 1.642 -2.510 0.358
H 3.313 -2.307 1.958
H 1.673 -1.984 2.595
H 3.099 -1.277 3.393
*
```

Its LUMO energy is 0.0241 Ha. The value obtained for the HOMO-LUMO gap is 0.3250 hartree. The energy above the lowest of the compared OMol25 structures with the same formula, charge and spin is 0.00 kcal per mole. As for the SMILES: COc1cc(C)ccc1OCCOCCOc1ccccc1Br. The value obtained for the largest force on an atom is 0.77 eV/Å.

Molecular formula: C18H21Cl3N2SeV
Method: DFT, ωB97M-V with the def2-TZVPD basis set

Structure (ORCA input):
```
! RIJCOSX wB97M-V def2-TZVPD def2/J DEFGRID3
* xyz 0 2
V 0.251 0.116 0.722
Cl -1.494 1.924 0.173
C -0.992 1.325 1.896
H -1.941 1.063 2.359
H -0.574 2.213 2.372
N 2.894 2.969 -1.200
C 1.757 2.246 -1.068
N 1.755 1.501 0.006
C 2.969 1.751 0.643
C 3.491 1.240 1.828
C 4.745 1.673 2.207
C 5.467 2.598 1.439
C 4.959 3.120 0.266
C 3.697 2.676 -0.113
H 3.097 3.599 -1.955
H 0.949 2.288 -1.779
H 2.935 0.526 2.421
H 5.180 1.284 3.118
H 6.446 2.911 1.777
H 5.516 3.836 -0.323
Cl 2.490 -1.109 -2.231
C 1.124 -2.138 -1.819
Cl -0.340 -1.157 -1.450
H 1.361 -2.695 -0.918
H 0.870 -2.760 -2.669
C 4.738 -1.180 6.630
C 3.846 -1.371 5.435
C 4.360 -1.764 4.208
C 3.547 -1.950 3.093
C 4.176 -2.341 1.787
C 2.168 -1.738 3.213
Se 1.033 -1.997 1.679
C 1.626 -1.340 4.444
C 0.152 -1.108 4.625
C 2.476 -1.162 5.530
H 5.788 -1.287 6.359
H 4.518 -1.915 7.407
H 4.602 -0.191 7.072
H 5.428 -1.927 4.106
H 5.262 -2.364 1.875
H 3.900 -1.640 0.996
H 3.830 -3.325 1.461
H -0.259 -0.520 3.805
H -0.044 -0.596 5.567
H -0.389 -2.058 4.629
H 2.050 -0.848 6.477
*
```

As for the expectation value of S²: 0.756. Its LUMO energy (alpha / beta) is 0.0118 / 0.0116 Ha. The value obtained for the HOMO-LUMO gap (alpha / beta) is 0.2600 / 0.2390 hartree. The energy above the lowest of the compared OMol25 structures with the same formula, charge and spin is 3.89 kcal per mole. The value obtained for the largest force on an atom is 0.56 eV/Å.

Molecular formula: C18H21Cl3ORe
Method: DFT, ωB97M-V with the def2-TZVPD basis set

Structure (ORCA input):
```
! RIJCOSX wB97M-V def2-TZVPD def2/J DEFGRID3
* xyz -2 4
C 1.926 1.912 -0.124
C 1.115 2.922 0.501
C 0.053 3.253 -0.385
C 1.402 3.597 1.782
C 0.219 2.518 -1.584
C 1.354 1.656 -1.441
C 2.030 0.968 -2.561
C 3.314 1.576 0.257
C -1.019 4.238 -0.118
C -0.562 2.697 -2.825
Re 0.231 0.163 0.229
Cl -1.325 1.157 1.578
Cl 1.480 -0.204 2.184
Cl -1.411 -0.047 -1.468
H 2.275 3.150 2.268
H 0.546 3.522 2.467
H 1.609 4.667 1.619
H -1.363 4.188 0.922
H -1.883 4.053 -0.764
H -0.667 5.260 -0.307
H -1.634 2.759 -2.608
H -0.394 1.861 -3.510
H -0.274 3.629 -3.335
H 1.307 0.391 -3.147
H 2.809 0.292 -2.201
H 2.493 1.707 -3.231
H 3.404 1.446 1.338
H 3.992 2.388 -0.048
H 3.637 0.651 -0.225
O 1.491 -1.029 -0.682
H 1.692 -1.868 -0.222
C -0.703 -1.466 0.772
C -1.211 -2.592 0.969
C -1.743 -3.886 1.122
C -1.089 -4.860 1.925
C -1.607 -6.149 2.024
C -2.792 -6.492 1.357
C -3.458 -5.532 0.578
C -2.950 -4.244 0.462
H -0.174 -4.582 2.454
H -1.080 -6.891 2.622
H -3.195 -7.504 1.438
H -4.379 -5.795 0.054
H -3.466 -3.482 -0.135
*
```

As for the expectation value of S²: 3.784. Its LUMO energy (alpha / beta) is 0.1799 / 0.1798 Ha. The value obtained for the HOMO-LUMO gap (alpha / beta) is 0.1733 / 0.2058 hartree. The energy above the lowest of the compared OMol25 structures with the same formula, charge and spin is 0.00 kcal per mole. The value obtained for the largest force on an atom is 4.90 eV/Å.